Molecular formula: C14H20N2OS
Method: DFT, wB97M-V/def2-TZVPD

The HOMO-LUMO gap comes out at 8.4 eV. As for the charge: 0. The value obtained for the LUMO energy is 0.0216 hartree. The SMILES is CCOc1ccc(C(=S)N2CCN(C)CC2)cc1.

The geometry in XYZ format:
```
38
C14H20N2OS wB97M-V/def2-TZVPD
O -4.1978 0.0862 -0.9363
H 5.2843 -0.1223 0.4010
H -4.8319 -0.8691 1.5611
C -0.8372 -1.1764 -1.2636
H 1.5226 1.3960 1.7687
H 2.8755 1.7016 -2.3261
N 1.9834 -0.3967 0.7821
H -2.5980 -1.0739 -2.4761
H 0.9419 1.2672 0.0959
H 4.3697 -1.0766 -0.7791
H -0.2477 -1.6902 -2.0082
H 2.8128 2.6814 -0.2014
C -5.6398 -0.4513 0.9652
H -6.3786 -0.0114 1.6294
H 2.2837 0.0859 -1.8877
H -4.6752 1.4526 0.5490
H 3.3925 -1.8496 1.2218
C 3.1710 0.7303 -1.9310
N 3.8290 0.9311 -0.6549
C -2.3569 0.0911 0.6777
H -6.1039 -1.2589 0.4048
H -0.6140 -0.0060 1.8961
C -0.2532 -0.8582 -0.0371
C -5.1163 0.6099 0.0020
C 3.3415 -0.7668 1.1044
C 1.7743 1.0362 0.7632
C 3.0707 1.7332 0.2740
C -2.9270 -0.2049 -0.5575
H 3.7236 1.9491 1.1241
H 3.6019 -0.2892 2.0539
C -2.1450 -0.8429 -1.5252
C 1.1252 -1.2790 0.2469
H 3.8861 0.2842 -2.6211
H -2.9274 0.5681 1.4591
H -5.9377 0.9922 -0.6105
S 1.5442 -2.8485 -0.0698
C -1.0339 -0.2256 0.9252
C 4.2879 -0.2988 -0.0198
```


Molecular formula: C39H83N5O17
Method: DFT, wB97M-V/def2-TZVPD

The HOMO-LUMO gap comes out at 8.9 eV. As for the charge: 0. The value obtained for the LUMO energy is 0.0063 hartree. The SMILES is CCOC(C)=O.CCOC(C)=O.CCOC(C)=O.CCOC(C)=O.CCOC(C)=O.CCOC(C)=O.CN(C)C=O.CN(C)C=O.CN(C)C=O.CN(C)C=O.CN(C)C=O.

The geometry in XYZ format:
```
144
C39H83N5O17 wB97M-V/def2-TZVPD
H 1.3086 3.7728 0.8151
H -3.2289 -3.2135 -2.4877
H 1.6778 -3.6272 0.7225
H 1.0352 -3.4319 -0.8970
H -1.4570 5.2052 0.3403
H -3.0102 -2.5715 -4.9671
H 5.9540 0.4070 3.1041
H -3.6204 0.0487 1.8879
H 4.6661 -5.9698 -1.6353
C -3.8368 1.4420 -2.9461
H 2.5813 -0.7387 1.4412
C 0.2550 6.5091 4.1708
C -1.5753 6.2811 0.4193
C -0.3141 -5.8632 -0.8308
N 4.9112 2.2161 3.1856
H 4.3620 0.4105 2.4185
O 2.3530 -4.0831 -2.9372
C 2.8273 6.1781 -0.6125
O -3.6886 0.4462 -5.0082
H -2.0879 -4.6265 4.6219
H -5.3692 -2.5325 -1.5648
H 4.1777 -0.4625 -0.3649
H 1.0625 6.4723 3.4785
H 0.7789 4.5872 -4.2356
C 1.2007 3.5868 -4.2765
H -0.7102 2.6173 -4.5214
O -1.8502 -2.2121 4.1255
C -1.2226 -6.2212 3.5591
H 4.1011 4.2899 -1.3700
H -0.1002 -3.3857 0.4819
C 1.0488 0.0001 0.2273
O -1.7314 6.3988 2.9521
H 3.6445 2.9386 4.7958
C 4.4012 2.1830 4.5684
C 0.1604 0.1556 -3.8656
H -2.1201 6.5593 -0.4709
C -3.9333 0.2200 -3.7208
H -4.3592 2.2662 -3.4683
O -0.2284 0.2745 0.5883
C 0.8290 -3.8144 0.0909
H 5.7411 1.0744 1.5258
H -0.7391 0.7624 -1.3935
O 4.9303 4.5194 3.0185
H -3.3603 6.3381 1.6666
H 2.7592 0.9764 1.1348
O -1.0466 0.1867 -3.8455
H 1.5367 3.3412 -5.2883
H -2.4064 3.7764 2.4532
H -0.7194 -6.5053 4.4990
O -0.7976 8.4542 3.2256
H -0.3262 -5.6082 -1.9256
C 3.3811 3.8653 -0.5852
H 4.4577 -1.9986 0.4149
C -1.2337 0.2684 -0.5512
C 1.7585 -6.0740 0.2412
O 1.2966 -0.4623 -0.8493
H -2.6915 -2.2980 -6.7518
H 3.2204 -6.5920 -2.3578
C -3.9713 -4.5627 0.5074
C 0.2155 2.5598 -3.9150
H 0.9926 -1.7061 4.8120
C -1.6784 1.1925 3.1426
O 1.9660 -7.1995 -0.2352
C 3.3576 -4.4155 -2.3179
H -5.9177 -4.1842 -1.8184
N 2.6235 4.8653 -0.1417
O 3.2974 2.6476 -0.3349
H -2.0495 0.9730 -0.1417
H -4.2771 1.3178 -1.9837
O -0.5096 -3.9603 3.5761
C -2.9920 3.1550 3.1521
H -4.8483 0.9482 2.7547
C 2.0249 0.1944 1.3834
C 3.7823 -2.1264 -1.6574
C 5.0227 3.4148 2.5162
H 3.5166 6.2519 -1.5327
H -2.0573 -6.8421 3.3185
H -0.5553 -6.3422 2.6685
H 2.3035 4.7885 1.9285
H 5.2386 2.4068 5.2890
C 5.2612 0.9658 2.5034
C -2.7897 -1.8475 -5.7824
H -2.5793 3.3121 4.1010
H 3.9226 1.2456 4.8253
H 5.2468 3.3085 1.4673
H 0.2866 -0.7578 3.6786
C -0.8400 7.2530 3.4539
H 5.6300 -1.3070 -0.6089
C 3.9789 -5.8025 -2.4223
H -4.1196 1.6343 1.2319
H 4.0482 -1.6358 -2.5816
O -0.6768 1.7829 3.4549
H 4.5079 -5.8651 -3.3488
C -3.2005 -4.0655 -1.7939
H 2.0869 3.5471 -3.6375
H -3.3477 -4.9816 -2.2763
H -1.6647 0.0882 2.9159
O -2.9086 -5.0430 0.8994
H -0.1550 2.6731 -2.9338
H -4.8892 -4.5100 1.1199
N -2.9234 1.7496 2.9609
C -5.5153 -3.5370 -1.0976
H 0.6249 6.9706 5.1116
C -1.6509 -4.8370 3.6847
O 4.1973 -3.5397 -1.7691
H -3.8311 -0.3582 -6.8953
O 0.9002 1.3100 -3.9325
H -3.9967 3.5098 3.1774
H -1.8254 -1.3750 -5.5381
H 1.9945 -1.0306 -4.2109
H -0.1994 -6.9416 -0.7334
H -0.0471 5.4663 4.4124
H -2.6958 -1.0326 -1.3995
H 0.9142 -1.6193 -2.8727
H 3.2998 6.7538 0.1968
C -3.9486 1.0338 2.1750
H -4.8751 -1.1632 -5.6978
H 1.2068 -2.1642 3.0340
H -1.1167 -1.7417 -1.2810
H -0.6063 6.8196 0.2376
O -4.1728 -0.8884 -3.3177
C -2.3741 6.7363 1.6539
H -6.0774 -3.4647 -0.1690
H 1.9408 6.6447 -0.9372
N 0.7680 -5.2480 -0.1465
C 1.7649 4.6937 0.9491
H -1.2074 -5.4889 -0.3540
H 1.4630 0.3650 2.2818
H -2.0729 -1.5195 0.2346
H 2.4195 -5.6700 0.9800
H -2.3927 -4.6669 2.8993
H -2.7734 1.6586 -2.7078
C 0.5449 -1.8168 3.8395
H 0.9673 5.4509 1.0138
N -4.1649 -3.9402 -0.6979
C 4.5821 -1.4697 -0.5222
H 0.4268 -1.8003 -4.5394
C -0.7662 -2.6588 3.8558
C -1.8163 -1.1036 -0.7548
H -2.2786 -4.0210 -1.2589
C -3.8798 -0.7843 -5.8844
C 0.9822 -1.1293 -3.8829
H -2.4589 7.8311 1.6632
H 2.7342 -2.0921 -1.4429
```


Molecular formula: CH3IN2
Method: DFT, wB97M-V/def2-TZVPD

The HOMO-LUMO gap comes out at 7.5 eV. As for the charge: 0. The value obtained for the LUMO energy is -0.0489 hartree.

The geometry in XYZ format:
```
7
CH3IN2 wB97M-V/def2-TZVPD
H 1.6974 0.5252 1.4173
N 2.0643 0.7254 -0.3993
H 1.9784 1.4664 -1.2720
I -3.5372 0.0120 -0.0662
C -1.6077 -0.4416 -0.5044
N 1.7409 1.2092 0.6615
H -1.5115 -1.4853 -0.1515
```


Molecular formula: C37H45N3O3PS3Sc
Method: DFT, wB97M-V/def2-TZVPD

The HOMO-LUMO gap comes out at 7.4 eV. As for the charge: 0. The value obtained for the LUMO energy is 0.0047 hartree.

The geometry in XYZ format:
```
93
C37H45N3O3PS3Sc wB97M-V/def2-TZVPD
H 2.5476 -2.5389 2.5994
C -3.0110 -1.2335 2.5706
H 5.9604 3.8167 -0.5548
H -2.3741 -3.3565 -4.0436
H 3.4257 -1.4163 -2.7105
C 4.2806 1.8942 2.9300
C -2.1736 -3.6199 -1.9241
C 2.9590 -0.2874 -4.4759
H -1.7852 -1.4261 4.9969
C 3.9126 3.4375 -1.0479
H 3.3704 -1.0243 -5.1542
C 2.1098 0.8475 2.7693
H -3.8441 -3.9640 -3.2775
H 4.0216 2.3628 -0.9741
H -2.6878 -2.1523 2.0905
Sc -0.3966 0.1163 1.3324
P 1.2288 2.9035 -1.6308
C -1.8862 0.7071 -1.6830
O -3.7485 -1.8623 -0.6568
C -3.0352 1.9624 1.6533
H -3.7096 -1.4816 3.3802
H 1.5806 5.7897 -1.7127
H -1.6911 -3.3979 3.6047
H -0.2069 -3.1904 4.4959
C 2.7634 -0.3858 2.4929
H -0.6519 -3.0530 1.5120
N 0.7478 -1.6721 2.1491
H 4.6459 -1.3953 2.2524
H 2.3675 1.0560 -6.0427
H 0.3375 -1.6545 -2.6626
C 2.3971 0.8806 -4.9748
H -3.2396 2.1185 -0.8359
H 0.6873 -3.7637 2.4245
H 5.7160 6.2777 -0.6853
H -2.6925 2.8055 3.6005
H -3.1957 2.9702 1.2598
C 2.4593 0.4353 -2.2369
C -1.6995 0.6493 -4.1022
C 0.0141 -2.8998 2.3661
H -0.2419 -0.8139 4.3838
C -0.7613 -0.3758 -3.9866
H 4.8725 2.7880 3.0832
C -0.4029 -0.8707 -2.7523
H -4.5665 -4.6821 -1.2289
C -3.5477 -5.6646 0.4349
H -1.6461 0.8812 4.6568
H -3.2438 -5.4316 1.4559
S -0.2515 3.8875 -2.4602
C -4.1645 -4.4524 -0.2426
H -2.6671 -6.0226 -0.1000
C 2.6769 3.9920 -1.3752
C 2.9107 1.9766 3.0157
C -0.9627 -0.3571 -1.5721
C 4.1656 -0.4432 2.4496
C 2.5431 5.3709 -1.4490
C 1.8702 1.8246 -4.1064
C 5.0029 4.2556 -0.8033
H 2.4647 0.2605 -1.1670
H 1.4112 2.7280 -4.4879
C 2.9915 -0.5063 -3.1062
C -0.7952 -2.7778 3.6720
H -3.3743 -2.2673 -3.0811
C 4.8648 5.6367 -0.8760
H 3.5240 7.2660 -1.2562
C -2.9988 -3.2877 -3.1534
H 2.4154 2.9164 3.2156
N -2.2726 1.1687 0.6918
N -1.8435 -0.5083 3.0994
S 1.0064 2.1039 0.2230
C 1.8976 1.6067 -2.7324
H -4.2619 -6.4864 0.4739
H -4.9697 -4.0176 0.3506
C 2.0035 -1.6085 2.3918
H -3.5216 -0.6460 1.8138
H -3.3074 0.5631 4.1673
C -2.2401 1.1802 -2.9560
C -2.2917 0.7381 3.7900
C -2.2688 2.0231 2.9663
O -0.6364 -0.8834 -0.4047
S -2.9642 -3.0933 -0.3810
H -1.2226 -3.0942 -1.9329
H -1.2357 2.3293 2.7660
H -2.9378 2.0055 -3.0248
C -2.4982 1.3631 -0.5579
C 4.9254 0.6852 2.6410
H -0.2916 -0.7828 -4.8738
H -1.9676 1.0482 -5.0700
H -4.0214 1.5107 1.8107
C -1.1475 -1.3533 4.1046
O 0.8019 0.9173 2.8110
C 3.6356 6.1911 -1.1971
H -1.9680 -4.6865 -1.8112
H 6.0040 0.6399 2.5832
```


Molecular formula: C3H9NO2
Method: DFT, wB97M-V/def2-TZVPD

The HOMO-LUMO gap comes out at 8.8 eV. As for the charge: 0. The value obtained for the LUMO energy is 0.0181 hartree. The SMILES is CC(=O)O.CN.

The geometry in XYZ format:
```
15
C3H9NO2 wB97M-V/def2-TZVPD
O -0.5928 -1.0275 -1.9038
H 2.7369 1.5545 2.4685
H -3.1202 -1.4329 -0.0004
H -2.1918 -2.5603 -1.0096
C -2.1639 -1.7286 -0.2597
N 1.1681 1.8777 1.0403
H -0.1915 -0.1913 -2.4097
H 2.8918 0.4504 1.0148
O -0.3181 -0.0204 0.2166
H 1.0587 1.8512 0.0064
C -1.0180 -0.7286 -0.4948
H -1.5608 -2.2905 0.5824
H 0.3306 1.3002 1.3993
C 2.5237 1.4955 1.3204
H 3.1053 2.3283 0.7679
```


Molecular formula: C19H30IN2O4
Method: DFT, wB97M-V/def2-TZVPD

The HOMO-LUMO gap comes out at 8.5 eV. As for the charge: +1. The value obtained for the LUMO energy is -0.1190 hartree. The SMILES is CCOCCOC[C@H]1[C@H](I)[C@@H](CCCCOC=O)[NH2+][C@H]1c1ccncc1.

The geometry in XYZ format:
```
56
C19H30IN2O4 wB97M-V/def2-TZVPD
H -0.4056 -2.5360 -1.9139
H -7.0992 2.5998 1.1441
C 0.5716 -0.8214 -0.9055
H 2.5987 -1.6068 -0.4946
C 2.3788 -3.0826 2.6187
C -6.1488 0.4794 -0.2069
C 1.0079 -0.8295 2.8906
O 5.0520 2.1153 -1.3752
C -6.4640 2.7178 0.2523
C 3.1176 0.8629 -0.6448
C 0.1017 -0.8721 0.5910
H 1.6408 -3.2045 0.6431
H -4.7964 -0.7583 -2.1815
C -0.5631 -1.4793 -1.7187
I -0.8794 -0.5606 -3.6165
C 2.0235 -1.1280 -1.2827
N 2.4607 -2.4986 3.8109
C 0.9460 -1.4592 1.6720
H 0.4841 0.2306 -1.1572
H 5.1325 0.1360 -0.9402
H -5.6746 -1.5488 0.0584
C 4.6251 1.0314 -0.5852
H -3.4405 -2.5727 -0.5814
H 4.2269 4.1872 0.5861
C -3.1305 -1.7430 -1.2104
H -4.5782 -0.4254 0.8525
O -6.5796 3.6904 -0.4676
H -1.7538 -0.0970 -0.7660
H -3.0260 -2.1169 -2.2208
H 2.6827 1.8441 -0.8069
H 4.0088 4.4300 -1.1802
H -6.9573 0.3518 0.5072
C -1.7802 -1.1792 -0.8246
H -1.7927 -1.5840 1.3216
C -4.2126 -0.6471 -1.2776
H 2.0104 -1.8131 -2.1260
O 2.7016 0.0188 -1.7204
C 5.6738 3.1737 -0.6669
O -5.5143 1.7479 0.0449
N -1.1982 -1.6181 0.4965
H 6.4450 3.5641 -1.3233
C 4.7186 4.3194 -0.3717
H 6.1846 2.8355 0.2306
C -5.1236 -0.6219 -0.0681
H 0.4846 0.0966 3.0600
C 1.7441 -1.3844 3.8960
H -6.5344 0.4888 -1.2218
H 2.9465 -3.9919 2.4930
H 2.7891 0.4915 0.3257
H -0.8990 -2.5780 0.3087
H -0.0713 0.1594 0.8728
H 4.8912 1.1482 0.4647
H 5.2870 5.2413 -0.3413
C 1.6519 -2.6355 1.5579
H 1.7531 -0.8821 4.8514
H -3.7180 0.3139 -1.3528
```


Molecular formula: C17H43AlCl2F2KN8O8Si2
Method: DFT, wB97M-V/def2-TZVPD

The HOMO-LUMO gap comes out at 1.4 eV. As for the charge: -1. The value obtained for the LUMO energy is -0.1731 hartree.

The geometry in XYZ format:
```
84
C17H43AlCl2F2KN8O8Si2 wB97M-V/def2-TZVPD
C 2.9929 0.2486 -0.4148
O -0.8554 1.0450 -2.0453
C -8.7004 -0.5260 1.1527
O 4.0170 1.5668 -7.1487
H -0.1105 -0.4276 0.1919
Cl -0.2103 2.1050 -2.7994
H 0.0052 4.6461 1.9191
O 2.4060 2.0844 -5.7085
O -1.1898 3.0954 -3.1749
H -2.5236 -2.5769 1.8766
Si -7.9709 1.2025 1.1075
H -3.5739 0.5032 2.8873
H -1.1418 -3.1641 -1.1813
H 1.5697 1.5692 -5.6523
Al 1.1226 -3.0331 -1.7440
C -3.5934 0.6828 -0.2251
H -9.7503 -0.4861 1.4613
H 1.2545 -0.2497 -1.7629
C 4.0250 -0.5024 0.5908
H 8.5472 -3.9146 -1.2522
H -7.3911 2.8442 2.8931
H 1.2345 4.8243 0.6422
H -5.7569 -1.8247 -0.0301
H -9.3086 1.9271 -0.8688
H 2.2464 -1.7477 -1.3486
H 4.8403 0.2560 0.8186
H -10.1730 2.2698 0.6395
H -3.8107 0.3446 -1.2412
F 11.6009 -1.4324 2.4655
N -1.7373 -3.0776 -0.3395
F 7.4775 -2.7128 1.9447
Cl 2.3332 -3.6808 0.7074
C 7.7477 -3.1927 -0.9195
C 9.3227 -0.5019 1.0501
H 3.8360 -2.5783 0.0081
C 0.8482 -1.0280 0.3735
C 1.8147 -0.7480 -0.9136
H -8.6572 -0.9926 0.1660
N 7.9470 -1.8368 -0.5468
H -5.2569 0.5770 3.3960
H 3.5176 -0.7293 1.5988
N -6.4337 1.2607 0.3011
N -1.5038 -2.4202 1.9731
H 8.9464 -0.0803 -1.1727
O 0.3986 1.5445 -3.9865
C -5.3597 -1.4836 0.9284
H 1.2968 -0.5930 1.3413
N 4.5223 -1.7961 0.0746
C -0.9111 -2.6572 0.8331
H -8.8467 3.3260 0.1225
C -9.1919 2.2872 0.1561
O 0.8136 2.7237 -1.9800
C 2.8884 1.3005 -6.6954
H -4.4163 -2.0114 1.1080
N 6.3349 -3.3485 -0.7304
K -5.8703 3.1569 1.2581
H 3.6098 0.6899 -1.2626
H -3.3451 1.7475 -0.2598
H 1.5028 3.6844 1.9974
H -8.9146 2.0221 3.2520
Si -5.0700 0.3723 0.9111
H 8.8570 -1.3197 1.7257
C -4.5530 0.9208 2.6358
H 0.8782 -3.1085 -0.0979
H 2.4531 1.0776 0.1655
C -7.9019 1.8777 2.8636
O 2.0810 0.3860 -7.0077
N 0.5684 -2.4814 0.6650
H -2.7161 0.1391 0.1383
C 0.7551 4.1197 1.3275
H 8.6690 0.4284 1.1950
H 10.1144 -1.5191 -0.8653
C 5.7812 -2.0856 -0.2514
H 0.7986 2.6442 0.0734
N 6.8547 -1.1276 -0.1750
H -7.3916 1.1902 3.5401
H -2.4721 -2.3675 -0.5211
C 9.1854 -0.9837 -0.4975
H -4.4767 2.0106 2.6946
H -6.0513 -1.7797 1.7196
H 6.7698 -0.1478 0.1004
O 0.1163 3.0931 0.5881
H -8.1782 -1.1672 1.8662
H 10.4133 -0.3533 1.3741
```


Molecular formula: C13H24AsF5ORuTe
Method: DFT, wB97M-V/def2-TZVPD

As for the spin multiplicity: 5. The expectation value of S² is 6.03. The HOMO-LUMO gap (spin up / spin down) comes out at 7.0 / 6.6 eV. As for the charge: +2. The value obtained for the LUMO energy (spin up / spin down) is -0.3076 / -0.3676 hartree.

The geometry in XYZ format:
```
46
C13H24AsF5ORuTe wB97M-V/def2-TZVPD
C 2.8652 -1.9439 -0.7660
C -1.6296 -1.1015 1.2197
F 1.3332 0.8478 -4.0616
H -4.2640 0.2941 -0.3972
H 2.8198 -2.6200 0.0860
C -1.7796 -2.5782 1.1066
H -0.2410 -0.8781 4.0393
H -0.4580 3.0724 2.3626
C -3.4362 -0.4056 -0.5135
F -1.1662 1.3020 -4.2103
H -0.7047 2.0209 3.7575
F -1.5171 1.8063 -1.8969
As 2.5176 -0.1409 -0.1680
C 3.3512 1.0317 -1.4609
H 0.7759 1.8892 2.8240
C -2.3824 -0.1237 0.5015
H 3.7120 1.9097 -0.9274
H -3.8128 -1.4216 -0.4181
H -0.9502 -3.1123 1.5631
H 3.8658 -1.9714 -1.1965
F 0.6723 2.1589 -1.1312
H -1.8823 -2.9031 0.0701
H 4.1811 0.4833 -1.9048
H -3.0592 -0.2732 -1.5301
C -2.7953 2.4542 0.7527
H 4.6399 -0.1253 1.1204
H 3.2989 -0.5507 2.2005
Ru -0.1222 0.1117 -0.0888
C 0.2320 -0.9732 3.0584
C -0.2963 2.0669 2.7435
C -0.9687 1.0325 1.9101
F 0.4515 3.1760 -3.3572
C 3.6130 0.1138 1.3989
O 0.1361 -0.2104 -2.0290
H 0.4265 -2.0293 2.8867
H -2.2101 3.3365 1.0003
C -0.6775 -0.3928 2.0244
H 2.7036 1.3868 -2.2598
H -3.1160 2.5167 -0.2845
H -3.6960 2.4652 1.3766
H -2.6945 -2.8813 1.6248
H 1.1807 -0.4421 3.1081
C -2.0594 1.2003 1.0349
Te 0.0704 1.4628 -2.8753
H 2.1371 -2.2374 -1.5191
H 3.5625 1.1505 1.7262
```


The lowest charge belongs to which entry?
C17H43AlCl2F2KN8O8Si2


The lowest charge belongs to which entry?
C17H43AlCl2F2KN8O8Si2